A molecular structure, C16H22IrN7S2. Source: OMol25; level of theory: the ωB97M-V functional and the def2-TZVPD basis.

LUMO energy (spin up / spin down), eV: -3.65 / -4.48
Orbital gap (spin up / spin down), eV: 7.08 / 6.22
Energy, Ha: -1906.64781
E_HOMO (spin up / spin down), eV: -10.732 / -10.706
Expectation value of S²: 0.757
ΔE to the lowest compared entry with this formula, charge and spin, kJ/mol: 0.0
Total charge: +1
Spin multiplicity: 2

CARTESIAN COORDINATES (ANGSTROEM)
Ir: 0.28 -0.33 -0.43
C: 4.87 -0.12 1.99
S: 3.41 -0.03 3.04
C: 2.10 -0.23 1.89
S: 2.43 -0.76 0.24
N: 0.95 0.14 2.30
N: -0.17 -0.15 1.52
C: -0.80 1.16 1.19
C: -2.10 0.80 0.50
C: -3.38 1.18 0.81
C: -4.42 0.70 0.03
C: -4.14 -0.14 -1.03
C: -2.82 -0.49 -1.28
N: -1.83 -0.02 -0.54
H: 5.71 0.07 2.66
H: 4.86 0.65 1.22
H: 4.99 -1.11 1.54
H: -0.87 1.86 2.02
H: -3.56 1.84 1.65
H: -5.44 0.99 0.24
H: -4.93 -0.53 -1.66
H: -2.55 -1.16 -2.09
C: -0.73 3.50 -0.98
C: 0.50 2.85 -0.33
C: 0.96 3.65 0.89
C: 1.64 2.72 -1.34
N: 0.13 1.51 0.10
H: -0.48 4.52 -1.28
H: -1.56 3.56 -0.27
H: -1.05 2.95 -1.86
H: 1.38 4.60 0.56
H: 1.72 3.10 1.45
H: 0.13 3.87 1.56
H: 1.91 3.70 -1.72
H: 1.33 2.10 -2.19
H: 2.51 2.27 -0.88
N: -0.67 -5.50 0.71
C: -0.31 -4.62 -0.24
C: -0.24 -3.24 0.03
N: 0.11 -2.39 -0.92
C: 0.40 -2.86 -2.15
C: 0.31 -4.21 -2.39
N: -0.03 -5.09 -1.45
H: -0.76 -5.23 1.67
H: -0.62 -6.48 0.49
H: -0.45 -2.82 1.01
H: 0.69 -2.15 -2.91
H: 0.54 -4.61 -3.37